A 9-piece molecular cluster, C49H88N16O3 overall in a non-equilibrium geometry. Source: OMol25; level of theory: wB97M-V/def2-TZVPD.

Computed properties:
DFT total energy = -82161.1054 eV
LUMO = -10.011 eV
Energy relative to the best compared isomer or geometry (same formula, charge and spin) = 101.2 kcal/mol
HOMO = -13.29 eV
Net charge = +6
2S+1 = 1
Orbital gap = 3.2789 eV

XYZ file:
```
156
C49H88N16O3 (wB97M-V/def2-TZVPD)
C -0.6651 1.0405 0.4403
O -0.5065 1.0753 -0.8163
O -1.1528 0.0041 0.9507
O -0.5287 2.0938 1.1747
C -0.5134 -6.1386 3.1747
C -1.8126 -6.8428 3.4801
N -2.6948 -6.8131 2.2686
C -3.2675 -5.7341 1.5590
C -4.1432 -6.2784 0.6104
N -3.9074 -7.6680 0.5883
C -3.0563 -7.9724 1.6452
C -4.5465 -8.6750 -0.1717
H -0.0275 -6.7112 2.3846
H 0.1375 -6.0457 4.0440
H -0.6899 -5.1824 2.6823
H -2.3449 -6.5043 4.3690
H -1.6319 -7.8904 3.7209
H -3.0512 -4.7105 1.8271
H -4.7122 -5.7927 -0.1686
H -2.8212 -8.9515 2.0357
H -4.7181 -8.3855 -1.2084
H -5.4377 -8.9720 0.3813
H -3.9904 -9.5664 -0.4620
C -6.8538 -0.3902 -0.4774
C -5.4955 0.2053 -0.6717
N -5.6234 1.6785 -0.7072
C -6.2044 2.3381 -1.6796
C -6.0229 3.7531 -1.4959
N -5.2353 3.8777 -0.3653
C -4.9071 2.5946 0.0071
C -4.7423 5.1525 0.1908
H -7.5094 -0.2770 -1.3408
H -7.3859 0.0286 0.3768
H -6.6604 -1.4302 -0.2147
H -4.9168 -0.1694 -1.5160
H -4.8723 -0.0204 0.1936
H -6.5716 1.7408 -2.5011
H -6.3096 4.5820 -2.1260
H -4.3057 2.2722 0.8443
H -5.5868 5.8257 0.3387
H -3.9763 5.5933 -0.4473
H -4.3682 4.8968 1.1821
C 0.6920 0.0365 -6.7575
C 0.0543 0.9615 -5.6711
N -0.7946 2.0039 -6.1741
C -0.4072 2.9566 -7.1422
C -1.5507 3.7540 -7.4009
N -2.5611 3.2802 -6.6356
C -2.0881 2.1882 -5.9003
C -3.8787 3.8638 -6.4392
H -0.0973 -0.5128 -7.2707
H 1.4129 -0.6403 -6.2989
H 1.0866 0.5951 -7.6063
H 0.7880 1.5135 -5.0837
H -0.4611 0.3668 -4.9169
H 0.5502 2.8147 -7.6215
H -1.6975 4.6247 -8.0229
H -2.6129 1.5621 -5.1940
H -3.7946 4.9119 -6.7268
H -4.0588 3.7551 -5.3697
H -4.5775 3.2484 -7.0058
C -3.5771 -1.8260 6.0974
C -2.1543 -1.2391 5.9116
N -2.0652 0.1252 6.2886
C -1.8428 0.5679 7.5854
C -1.8031 1.9477 7.6130
N -2.0585 2.3600 6.2979
C -2.2552 1.2562 5.5440
C -2.2998 3.7263 5.7641
H -3.7195 -2.7499 5.5368
H -4.3630 -1.1279 5.8091
H -3.7445 -1.9144 7.1708
H -1.9894 -1.0817 4.8457
H -1.2805 -1.7805 6.2742
H -1.6326 -0.1824 8.3332
H -1.6294 2.6868 8.3811
H -2.4765 1.2004 4.4884
H -2.7423 4.4149 6.4839
H -2.9140 3.6893 4.8643
H -1.3477 4.2029 5.5307
C -0.4383 -6.1949 -7.5306
C -0.9277 -7.2255 -6.4505
N -0.6010 -6.7868 -5.0979
C -0.0839 -7.4801 -4.0278
C 0.1356 -6.6606 -2.9181
N -0.4000 -5.3782 -3.2643
C -0.7481 -5.4523 -4.6381
C -0.4040 -4.2554 -2.4200
H -0.6212 -6.6969 -8.4807
H 0.5707 -5.9044 -7.2381
H -1.1417 -5.3714 -7.4075
H -0.4964 -8.1982 -6.6869
H -2.0008 -7.3866 -6.5533
H -0.0239 -8.5568 -4.0874
H 0.5059 -6.7502 -1.9075
H -1.1889 -4.6063 -5.1444
H -1.4276 -3.9144 -2.2649
H 0.2488 -3.5103 -2.8746
H -0.0196 -4.5109 -1.4325
C 6.0186 -3.1460 6.4240
C 5.1206 -2.1297 7.2226
N 4.3273 -1.2140 6.4985
C 3.5410 -1.5005 5.3821
C 2.9385 -0.4136 4.8879
N 3.5049 0.6505 5.6320
C 4.3172 0.1270 6.6619
C 3.2805 2.0346 5.3228
H 5.4413 -3.9089 5.9018
H 6.6962 -3.7510 7.0265
H 6.6481 -2.5532 5.7604
H 5.6661 -1.6053 8.0072
H 4.4431 -2.7289 7.8309
H 3.5685 -2.4512 4.8705
H 2.3178 -0.1632 4.0404
H 4.9034 0.6963 7.3682
H 4.1894 2.3861 4.8345
H 3.0221 2.5659 6.2389
H 2.4400 2.3389 4.6991
C 2.4309 8.4104 -5.1692
C 3.2889 8.1327 -3.9753
N 2.5249 7.5021 -2.8733
C 1.8046 6.3169 -3.0118
C 1.1645 6.0236 -1.8247
N 1.4188 7.1097 -0.9662
C 2.2359 7.9930 -1.6134
C 1.0235 7.1293 0.4837
H 2.0931 7.4742 -5.6138
H 3.0439 8.9754 -5.8714
H 1.5900 9.0210 -4.8403
H 3.7841 9.0445 -3.6414
H 4.1431 7.4918 -4.1937
H 1.9059 5.7831 -3.9452
H 0.3917 5.3273 -1.5345
H 2.5641 8.9084 -1.1435
H 1.5663 6.4260 1.1152
H -0.0206 6.8290 0.5710
H 1.1896 8.1368 0.8649
C 8.9124 2.0159 1.4842
C 7.6916 1.0483 1.7513
N 6.6969 1.2297 0.6780
C 5.6705 2.2008 0.6170
C 4.8425 1.7859 -0.3868
N 5.2505 0.6004 -0.9531
C 6.4095 0.3150 -0.3282
C 4.5203 -0.2278 -1.8951
H 8.4230 2.9887 1.4369
H 9.3622 1.9012 0.4980
H 9.5613 2.0511 2.3594
H 7.1379 1.2132 2.6756
H 8.0516 0.0227 1.6688
H 5.5950 2.9852 1.3556
H 3.8693 2.1074 -0.7274
H 6.9555 -0.5887 -0.5555
H 4.8394 0.0818 -2.8903
H 3.4596 -0.0769 -1.6943
H 4.8069 -1.2729 -1.7779
```